No. 1
C39H50ClF6N8O11S5SiZr | wB97M-V/def2-TZVPD

## Properties
Kohn-Sham gap ... 7.244 eV
HOMO energy ... -0.20161 Ha
Energy above the lowest of the compared OMol25 structures with the same formula, charge and spin ... 168.7 kJ/mol
LUMO ... 1.758 eV
Max |F| ... 3.331 eV Å⁻¹
Total energy ... -167859.4478 eV
Charge ... -1

Last column: Mulliken charge in e.
Positions of all 122 atoms, in Å:
Zr: -0.2180 -0.0116 -0.0622  -1.298
C: 5.0118 -2.0708 -3.5868  -0.665
C: 4.2842 -0.9808 -4.3714  -0.854
N: 2.8383 -0.9610 -4.1320  0.263
C: 1.9757 -1.4858 -5.1887  -0.208
C: 2.0371 -3.0044 -5.2988  -0.966
C: 2.3578 -0.5255 -2.9436  -0.039
S: 0.6966 -0.6615 -2.6285  -0.513
N: 3.2835 -0.0012 -2.1282  -0.232
C: 2.9918 0.3868 -0.9007  -0.198
O: 1.8890 0.2276 -0.3089  1.555
C: 4.1198 1.0276 -0.1629  0.713
C: 5.3752 1.1835 -0.7576  -0.532
C: 6.4129 1.7532 -0.0401  -0.856
C: 6.2110 2.1661 1.2756  -0.873
C: 4.9645 2.0267 1.8611  -0.864
C: 3.9237 1.4628 1.1361  1.494
H: 6.0904 -2.0032 -3.7533  0.434
H: 4.6744 -3.0663 -3.8856  0.311
H: 4.8213 -1.9404 -2.5203  -0.092
H: 4.4286 -1.1258 -5.4425  0.441
H: 4.6905 -0.0105 -4.0924  0.432
H: 2.2803 -1.0227 -6.1301  0.446
H: 0.9582 -1.1796 -4.9700  -0.028
H: 3.0435 -3.3459 -5.5551  0.360
H: 1.3507 -3.3524 -6.0753  0.409
H: 1.7410 -3.4587 -4.3494  0.090
H: 5.5212 0.8456 -1.7738  0.405
H: 7.3846 1.8732 -0.5047  0.399
H: 7.0323 2.5913 1.8412  0.417
H: 4.7919 2.3294 2.8875  0.544
H: 2.9655 1.3197 1.5977  -1.132
O: 1.5452 3.4148 1.8679  -0.171
C: 1.0467 4.4698 1.1946  0.384
C: 1.2685 5.7320 1.7446  -0.809
C: 0.7523 6.8590 1.1386  -0.403
C: 0.0226 6.7547 -0.0442  -0.860
C: -0.1732 5.5107 -0.6100  -1.003
C: 0.3333 4.3537 -0.0094  -0.179
C: 0.0248 3.0309 -0.6091  0.731
O: 0.0832 1.9645 0.1787  0.245
N: -0.3467 2.9998 -1.8339  -0.779
N: -0.7730 1.7451 -2.2579  0.581
C: -1.1942 1.7898 -3.4615  0.241
S: -1.1648 3.2925 -4.3882  -0.095
C: -1.6557 2.4966 -5.9409  -0.570
C: -2.6169 1.3765 -5.6063  -0.744
S: -1.8649 0.3965 -4.2835  0.134
H: 1.1915 2.6043 1.4678  -0.292
H: 1.8271 5.7889 2.6721  0.499
H: 0.9001 7.8288 1.6007  0.391
H: -0.4028 7.6380 -0.5056  0.395
H: -0.7402 5.3915 -1.5243  0.450
H: -0.7631 2.1128 -6.4336  0.280
H: -2.1191 3.2597 -6.5658  0.408
H: -2.7809 0.7064 -6.4506  0.419
H: -3.5731 1.7665 -5.2570  0.275
O: -3.1598 -1.3889 1.7084  -0.709
Cl: -1.8691 -0.8817 2.0020  1.914
O: -1.6072 -0.9009 3.3882  -0.692
O: -0.8427 -1.6453 1.2229  -0.817
O: -1.7178 0.4926 1.4619  -0.559
C: 1.4755 -3.5838 1.7158  -0.148
C: 2.2469 -4.9301 1.6720  -0.942
N: 3.2582 -4.9043 0.6109  -0.246
C: 2.5892 -4.6999 -0.6737  -1.186
C: 1.7567 -3.3897 -0.6397  1.088
N: 1.9460 -2.6850 0.6396  1.538
C: 3.3824 -2.4294 0.8251  1.662
C: 4.1664 -3.7731 0.8537  -0.977
H: 1.6145 -3.0825 2.6662  0.111
H: 0.4055 -3.7401 1.5770  0.008
H: 1.5775 -5.7718 1.4813  0.271
H: 2.7614 -5.1128 2.6185  0.372
H: 1.9558 -5.5675 -0.8721  0.376
H: 3.3608 -4.6569 -1.4458  0.346
H: 0.6906 -3.5986 -0.7402  -0.670
H: 2.0635 -2.7241 -1.4432  -0.908
H: 3.5156 -1.8624 1.7430  -0.851
H: 3.7232 -1.8060 -0.0041  -0.875
H: 4.6428 -3.9297 1.8238  0.233
H: 4.9427 -3.7959 0.0855  0.463
C: -3.7969 -3.0467 -2.5359  -1.704
Si: -2.2670 -2.4800 -1.5482  1.050
C: -2.3634 -3.7648 -0.1708  -0.966
C: -1.0642 -3.2106 -2.8173  -0.416
N: -2.0379 -0.7715 -1.0997  2.091
C: -3.1626 0.1209 -1.0929  0.917
C: -4.4599 -0.2613 -1.4799  -0.933
C: -5.5323 0.6185 -1.5352  -0.991
C: -5.3816 1.9514 -1.1938  -0.845
C: -4.1302 2.3545 -0.7592  -0.883
C: -3.0647 1.4731 -0.7100  0.471
H: -3.5642 -4.0599 -2.8807  0.380
H: -3.9929 -2.4322 -3.4223  0.348
H: -4.7189 -3.1130 -1.9498  0.429
H: -2.2834 -4.7594 -0.6224  0.459
H: -3.3312 -3.6868 0.3363  0.343
H: -1.6007 -3.6781 0.5994  -0.201
H: -1.1990 -4.2992 -2.7871  0.629
H: -0.0103 -2.9965 -2.6899  -0.593
H: -1.3381 -2.8562 -3.8194  0.270
H: -4.6550 -1.2839 -1.7303  0.297
H: -6.5002 0.2396 -1.8449  0.413
H: -6.2157 2.6415 -1.2309  0.404
H: -3.9684 3.3799 -0.4450  0.485
H: -2.1555 1.8753 -0.3187  -0.135
F: 1.4874 2.3852 4.4920  -0.194
C: 0.6160 1.3984 4.3396  0.304
F: 0.1185 1.0411 5.5080  -0.258
F: -0.3763 1.8565 3.5736  -0.099
S: 1.4273 -0.0625 3.4532  0.415
O: 0.8881 0.0591 2.0938  0.730
O: 1.1466 -1.2465 4.2062  -0.851
N: 2.9702 0.2711 3.3881  0.377
S: 3.8479 0.2573 4.7236  1.055
O: 3.1320 0.6938 5.8902  -0.676
O: 5.1323 0.8169 4.4369  -0.729
C: 4.2357 -1.5367 5.0851  0.619
F: 5.5012 -1.6189 5.5039  -0.246
F: 3.4560 -2.0340 6.0345  -0.244
F: 4.1234 -2.2981 3.9901  -0.214

***

No. 2
C39H50ClN7O6S2Sc | wB97M-V/def2-TZVPD

## Properties
Kohn-Sham gap ... 8.154 eV
HOMO energy ... -0.36582 Ha
Energy above the lowest of the compared OMol25 structures with the same formula, charge and spin ... 33.0 kJ/mol
LUMO ... -1.800 eV
Max |F| ... 0.476 eV Å⁻¹
Total energy ... -118866.7903 eV
Charge ... +1

Last column: Mulliken charge in e.
Positions of all 106 atoms, in Å:
Sc: -0.1924 0.5883 0.0119  -1.646
N: 2.3704 4.3563 -1.0543  -0.259
C: 1.6742 3.4075 -0.3712  0.537
S: 2.1882 1.7479 -0.5539  -0.608
N: 0.6707 3.7938 0.3483  -1.416
N: 0.0055 2.7310 0.9459  1.528
C: -0.5787 3.0445 2.0407  -1.382
C: -1.2844 2.1058 2.8974  0.860
C: -2.1520 2.6078 3.8729  -0.317
C: -2.8317 1.7692 4.7333  -1.119
C: -2.6192 0.3956 4.6419  -0.389
C: -1.7433 -0.1225 3.7069  -0.342
C: -1.0640 0.7163 2.8177  -0.052
O: -0.2167 0.2034 1.9324  0.864
H: 3.2869 4.1226 -1.3895  0.252
H: 2.1814 5.3183 -0.8236  0.263
H: -0.5222 4.0834 2.3646  0.340
H: -2.2873 3.6817 3.9439  0.464
H: -3.5044 2.1736 5.4767  0.418
H: -3.1375 -0.2745 5.3170  0.462
H: -1.5696 -1.1892 3.6421  0.274
N: 1.0875 -2.3111 1.9824  1.399
C: 2.2615 -3.2129 1.7421  0.731
C: 2.5075 -3.3875 0.2544  -1.387
C: 3.0164 -2.1428 -0.4703  -0.180
N: 1.9044 -1.2238 -0.7904  -0.146
C: 4.1312 -1.4413 0.3129  -1.531
C: 3.9357 -1.3104 1.8287  0.090
N: 2.9234 -0.3000 2.1705  -0.683
C: 3.4965 -2.6446 2.4374  -1.490
H: 0.3963 -2.2944 1.2122  -1.065
H: 1.4556 -1.3246 2.0764  0.452
H: 0.5940 -2.5625 2.8389  0.238
H: 2.0063 -4.1794 2.1694  0.097
H: 1.6046 -3.7588 -0.2388  0.204
H: 3.2581 -4.1752 0.1547  0.579
H: 3.4651 -2.4980 -1.4050  0.690
H: 1.1878 -1.7370 -1.2959  0.045
H: 2.2570 -0.5179 -1.4309  0.217
H: 4.3141 -0.4536 -0.1194  0.480
H: 5.0483 -2.0158 0.1571  0.491
H: 4.9120 -1.0482 2.2489  0.316
H: 2.9252 0.4915 1.5324  -0.075
H: 3.0677 0.0570 3.1083  0.295
H: 3.3095 -2.5248 3.5085  0.462
H: 4.3014 -3.3768 2.3415  0.603
O: -0.4307 0.6377 -2.1071  -0.501
S: -0.0664 0.6475 -3.5771  0.301
C: 0.8442 2.1812 -3.8871  -1.007
C: 0.0770 3.4707 -3.7953  0.305
C: 0.1279 4.3607 -4.8650  -0.340
C: -0.5448 5.5729 -4.8087  -0.717
C: -1.2772 5.9063 -3.6788  -0.635
C: -1.3350 5.0211 -2.6111  -1.292
C: -0.6678 3.8078 -2.6687  0.968
C: -1.5805 0.9986 -4.5570  -1.300
C: -2.8799 0.9388 -3.8084  0.217
C: -3.5879 2.1163 -3.5840  -0.086
C: -4.8500 2.0747 -3.0102  -0.922
C: -5.4080 0.8549 -2.6522  -0.328
C: -4.6928 -0.3180 -2.8465  -0.782
C: -3.4327 -0.2753 -3.4209  0.166
H: 1.2511 2.0377 -4.8918  0.632
H: 1.6723 2.1326 -3.1747  0.269
H: 0.7024 4.1071 -5.7487  0.406
H: -0.4931 6.2561 -5.6461  0.411
H: -1.7980 6.8535 -3.6302  0.424
H: -1.8929 5.2794 -1.7199  0.455
H: -0.7277 3.1286 -1.8302  0.463
H: -1.5470 0.2501 -5.3500  0.691
H: -1.4498 1.9842 -4.9980  0.519
H: -3.1586 3.0648 -3.8831  0.402
H: -5.4062 2.9926 -2.8675  0.441
H: -6.4042 0.8180 -2.2285  0.495
H: -5.1116 -1.2703 -2.5497  0.365
H: -2.8850 -1.1974 -3.5750  0.354
C: -3.9842 2.6635 0.5573  -1.390
C: -3.3898 1.3172 0.2780  0.048
N: -4.1426 0.2395 0.3894  0.308
O: -2.1854 1.2226 -0.0345  0.907
H: -5.0545 2.6878 0.3612  0.567
H: -3.4754 3.4049 -0.0544  0.061
H: -3.8097 2.9024 1.6080  0.239
H: -5.1274 0.3336 0.5649  0.254
H: -3.7552 -0.6411 0.0288  -0.083
C: -3.7340 -2.9118 3.0019  -0.965
C: -2.4771 -3.7041 3.2129  0.652
C: -1.9023 -3.8409 4.4685  -0.554
C: -0.7442 -4.5865 4.6429  0.083
Cl: -0.0399 -4.7208 6.2231  -0.232
C: -0.1606 -5.2398 3.5732  -0.734
C: -0.7193 -5.1045 2.3071  -0.354
C: -1.8520 -4.3237 2.1251  0.308
O: -2.4691 -4.1730 0.9147  -0.531
C: -1.6734 -3.8295 -0.2169  -0.281
C: -1.7748 -2.3100 -0.4109  0.126
O: -2.8406 -1.8714 -0.8345  -0.750
O: -0.7435 -1.6194 -0.0807  0.823
H: -4.0743 -2.4732 3.9387  0.370
H: -4.5285 -3.5429 2.6025  0.437
H: -3.5693 -2.1090 2.2809  -0.007
H: -2.3595 -3.3622 5.3254  0.413
H: 0.7071 -5.8666 3.7308  0.479
H: -0.2850 -5.6450 1.4755  0.625
H: -2.1086 -4.3305 -1.0795  0.426
H: -0.6399 -4.1506 -0.0928  -0.184